<A>
{
  "formula": "C2H2FN",
  "method": "ωB97M-V/def2-TZVPD",
  "elements": ["C", "C", "N", "F", "H", "H"],
  "xyz": [[-0.16789, 0.41578, 0.34949], [0.33846, -0.65798, -0.60445], [0.44896, -0.98493, 0.57500], [0.43811, -1.03145, -1.83225], [0.44629, 1.17316, 0.70491], [-1.50392, 1.08542, 0.80731]],
  "total_charge": 0,
  "gap_ev": 11.2,
  "e_lumo_ha": 0.0277,
  "homo_ha": -0.382
}

<B>
{
  "formula": "C2H2FN",
  "method": "ωB97M-V/def2-TZVPD",
  "elements": ["F", "C", "C", "N", "H", "H"],
  "xyz": [[-1.56696, 0.65901, 0.16974], [-0.29370, 0.50902, -0.25761], [0.50242, -0.74013, 0.25485], [0.76019, 0.38288, 0.77122], [-0.10496, 0.97028, -1.21268], [0.70301, -1.78107, 0.27449]],
  "total_charge": 0,
  "gap_ev": 10.9,
  "e_lumo_ha": 0.0389,
  "homo_ha": -0.360
}

Most stable structure - <B>; separation to the second - 2.300 eV.

<A>
{
  "formula": "C4H12OS",
  "method": "ωB97M-V/def2-TZVPD",
  "elements": ["C", "C", "O", "H", "H", "H", "H", "H", "H", "C", "C", "S", "H", "H", "H", "H", "H", "H"],
  "xyz": [[-1.12697, -1.63920, 0.61041], [-1.38063, -1.72812, 2.10922], [-2.21246, -2.90723, 2.27823], [-0.98538, -0.60286, 0.25826], [-2.16379, -1.69195, 0.26050], [-0.33113, -2.25369, 0.21167], [-0.57021, -1.83974, 2.83119], [-2.01099, -0.87950, 2.39201], [-1.94229, -3.48973, 2.97968], [2.40347, 0.41404, -1.33517], [1.93114, 1.86078, -1.41236], [0.14766, 2.00623, -1.13826], [2.41696, 0.09527, -0.28932], [1.78087, -0.37518, -1.77510], [3.36245, 0.29333, -1.83728], [2.31841, 2.37105, -2.29096], [2.46257, 2.36632, -0.59785], [0.08093, 3.34386, -1.29075]],
  "total_charge": 0,
  "gap_ev": 9.9,
  "e_lumo_ha": 0.0301,
  "homo_ha": -0.334
}

<B>
{
  "formula": "C4H12OS",
  "method": "ωB97M-V/def2-TZVPD",
  "elements": ["C", "C", "C", "S", "C", "H", "H", "H", "H", "H", "H", "H", "H", "H", "H", "O", "H", "H"],
  "xyz": [[-0.26944, 1.02206, -1.31642], [-1.45653, 0.46031, -0.49934], [-1.15670, -0.99064, -0.11944], [-0.19363, -1.14460, 1.48992], [1.26668, -2.07481, 0.83208], [0.12276, 1.88611, -0.67684], [0.43132, 0.20019, -1.49194], [-0.61799, 1.38723, -2.27608], [-2.42794, 0.39573, -1.13956], [-1.68266, 1.13602, 0.35879], [-0.61026, -1.55177, -0.97804], [-2.07309, -1.68934, 0.15322], [1.57632, -1.31012, 0.00896], [2.15242, -1.85330, 1.40074], [1.14737, -3.12268, 0.50513], [1.35130, 2.28545, 1.58500], [1.73078, 1.96060, 0.74844], [0.70930, 3.00357, 1.41537]],
  "total_charge": 0,
  "gap_ev": 9.2,
  "e_lumo_ha": 0.0309,
  "homo_ha": -0.306
}

<C>
{
  "formula": "C4H12OS",
  "method": "ωB97M-V/def2-TZVPD",
  "elements": ["C", "C", "S", "C", "C", "H", "H", "H", "H", "H", "H", "H", "H", "H", "H", "O", "H", "H"],
  "xyz": [[3.30890, -0.02857, -2.40517], [2.49544, -0.42818, -1.18338], [0.98350, 0.52954, -1.05148], [0.64375, 0.35759, 0.68890], [-0.67693, 1.09716, 0.99600], [4.19230, -0.68387, -2.48761], [3.64764, 1.02110, -2.41203], [2.66360, -0.19576, -3.28395], [2.10085, -1.45528, -1.30510], [3.22898, -0.44548, -0.35449], [0.55854, -0.70494, 0.98758], [1.52317, 0.78387, 1.20886], [-0.82032, 1.23368, 2.08109], [-1.48643, 0.45361, 0.61238], [-0.74806, 2.08228, 0.50502], [-7.44756, -1.23678, 2.78578], [-7.22773, -0.42563, 2.27394], [-6.93960, -1.95428, 2.34371]],
  "total_charge": 0,
  "gap_ev": 9.2,
  "e_lumo_ha": 0.0297,
  "homo_ha": -0.309
}

Most stable structure - <C>; separation to the second - 0.769 eV.

<A>
{
  "formula": "C4H12OS",
  "method": "ωB97M-V/def2-TZVPD",
  "elements": ["C", "C", "C", "S", "C", "H", "H", "H", "H", "H", "H", "H", "H", "H", "H", "O", "H", "H"],
  "xyz": [[0.26092, 1.59092, -0.53574], [1.49706, 0.78531, -0.12411], [2.15251, 1.21709, 1.12040], [1.11874, 0.95559, 2.75623], [0.14601, -0.59254, 2.81124], [0.29801, 2.64824, -0.29884], [-0.03461, 1.52808, -1.56977], [-0.57615, 1.11558, -0.08150], [2.28900, 1.11128, -0.85573], [1.22111, -0.20972, -0.41467], [2.42442, 2.28791, 1.04095], [2.93101, 0.48010, 1.43247], [0.93302, -1.27469, 2.86833], [-0.44493, -0.73639, 3.78292], [-0.66400, -0.73734, 2.02288], [-4.89108, -3.25608, -4.78595], [-4.01965, -2.84425, -4.87687], [-4.64140, -4.06908, -4.29227]],
  "total_charge": 0,
  "gap_ev": 9.1,
  "e_lumo_ha": 0.0318,
  "homo_ha": -0.304
}

<B>
{
  "formula": "C4H12OS",
  "method": "ωB97M-V/def2-TZVPD",
  "elements": ["C", "C", "C", "S", "C", "H", "H", "H", "H", "H", "H", "H", "H", "H", "H", "O", "H", "H"],
  "xyz": [[1.86828, -0.68137, 0.70919], [1.75997, 0.14134, -0.56801], [0.35615, 0.66360, -0.85083], [-0.84656, -0.67449, -0.77638], [-2.30386, 0.23656, -1.37067], [1.47645, -0.12332, 1.55780], [2.90162, -0.95615, 0.91196], [1.29369, -1.60834, 0.65089], [2.41790, 1.01040, -0.49388], [2.09552, -0.41693, -1.45216], [0.06594, 1.44161, -0.14333], [0.29826, 1.08509, -1.85760], [-3.02272, 0.32578, -0.56734], [-2.71365, -0.28993, -2.22639], [-1.98298, 1.22666, -1.67896], [-0.89638, -0.50371, 2.93140], [-1.05498, 0.13230, 2.21707], [-1.71265, -1.00911, 3.00724]],
  "total_charge": 0,
  "gap_ev": 9.3,
  "e_lumo_ha": 0.0285,
  "homo_ha": -0.314
}

<C>
{
  "formula": "C4H12OS",
  "method": "ωB97M-V/def2-TZVPD",
  "elements": ["C", "C", "C", "S", "C", "H", "H", "H", "H", "H", "H", "H", "H", "H", "H", "O", "H", "H"],
  "xyz": [[-1.17703, 0.86100, -1.53768], [-1.11565, 0.70647, 0.00856], [0.26332, 0.96007, 0.64504], [0.21588, 1.07912, 2.52439], [-0.09162, -0.64945, 2.81440], [-0.44427, 1.53347, -2.01460], [-2.18450, 1.12323, -1.90216], [-0.95221, -0.17559, -1.84025], [-1.83203, 1.42831, 0.44581], [-1.42308, -0.30801, 0.32755], [1.00831, 0.16495, 0.44952], [0.63001, 1.88944, 0.16832], [-0.95612, -1.02063, 2.23866], [-0.32543, -0.72709, 3.88953], [0.77823, -1.29162, 2.59626], [2.92683, -1.88008, -2.85284], [2.43690, -1.11859, -3.23802], [2.24246, -2.57499, -2.72250]],
  "total_charge": 0,
  "gap_ev": 9.2,
  "e_lumo_ha": 0.0224,
  "homo_ha": -0.314
}

Most stable structure - <B>; separation to the second - 0.360 eV.

<A>
{
  "formula": "FH4N2PS",
  "method": "ωB97M-V/def2-TZVPD",
  "elements": ["N", "P", "N", "F", "S", "H", "H", "H", "H"],
  "xyz": [[0.27093, -0.70102, 1.36873], [0.07078, 0.78078, -0.20767], [-0.10182, -0.33995, -1.45051], [1.63408, 1.15576, -0.40917], [-0.90708, 2.44116, -0.00965], [0.18662, -0.13106, 2.26472], [-0.50905, -1.30018, 1.22827], [0.34894, -1.26207, -1.09890], [-0.99339, -0.64343, -1.68582]],
  "total_charge": 0,
  "gap_ev": 9.7,
  "e_lumo_ha": 0.0064,
  "homo_ha": -0.350
}

<B>
{
  "formula": "FH4N2PS",
  "method": "ωB97M-V/def2-TZVPD",
  "elements": ["N", "P", "N", "F", "S", "H", "H", "H", "H"],
  "xyz": [[0.25049, 0.51726, 1.25325], [-0.91716, -0.81280, 0.10103], [-0.59204, -0.62308, -1.57149], [-2.21179, 0.20883, 0.18172], [-1.29669, -2.63976, 0.52668], [0.03438, 1.39489, 0.85429], [-0.14037, 0.40654, 2.21558], [-0.04713, 0.30471, -1.57485], [-0.18531, -1.38531, -1.97538]],
  "total_charge": 0,
  "gap_ev": 9.8,
  "e_lumo_ha": 0.0037,
  "homo_ha": -0.358
}

Most stable structure - <B>; separation to the second - 0.074 eV.

<A>
{
  "formula": "C2H6NS",
  "method": "ωB97M-V/def2-TZVPD",
  "elements": ["C", "C", "N", "H", "H", "H", "H", "H", "S", "H"],
  "xyz": [[0.94365, 0.32354, 0.80985], [-1.11525, 1.00507, -0.06187], [-0.36938, 0.94101, 0.95824], [1.62620, 0.89452, 1.44538], [1.28209, 0.26465, -0.22721], [0.88445, -0.70612, 1.16372], [-2.10702, 1.42956, 0.08205], [-0.79333, 0.68383, -1.05309], [-0.09385, -1.84076, -1.22706], [-0.25755, -2.99531, -1.89000]],
  "total_charge": -1,
  "gap_ev": 7.0,
  "e_lumo_ha": 0.1607,
  "homo_ha": -0.098
}

<B>
{
  "formula": "C2H6NS",
  "method": "ωB97M-V/def2-TZVPD",
  "elements": ["S", "H", "C", "C", "N", "H", "H", "H", "H", "H"],
  "xyz": [[2.28189, -0.55332, 0.48840], [2.08455, 0.31148, 1.49982], [-1.91050, -0.71060, -0.08219], [-0.99167, 1.29514, -0.62710], [-2.07839, 0.66858, -0.61364], [-1.44635, -0.32914, 0.90805], [-1.16872, -1.42676, -0.66232], [-2.91420, -1.14107, 0.01759], [-1.11418, 2.37142, -0.60296], [0.01038, 0.87992, -0.42335]],
  "total_charge": -1,
  "gap_ev": 6.9,
  "e_lumo_ha": 0.1550,
  "homo_ha": -0.098
}

<C>
{
  "formula": "C2H6NS",
  "method": "ωB97M-V/def2-TZVPD",
  "elements": ["S", "H", "C", "C", "N", "H", "H", "H", "H", "H"],
  "xyz": [[-0.94998, 2.89585, 1.37073], [-0.03882, 3.73243, 1.97383], [0.12644, -1.89360, -0.93836], [-0.01253, -0.56675, -0.73936], [0.43853, 0.14388, 0.33442], [0.58220, -2.59501, -0.24282], [-0.16500, -2.30022, -1.92440], [-0.49607, -0.00381, -1.54081], [0.63265, -0.41848, 1.15020], [-0.11741, 1.00571, 0.55656]],
  "total_charge": -1,
  "gap_ev": 7.0,
  "e_lumo_ha": 0.1494,
  "homo_ha": -0.109
}

Most stable structure - <C>; separation to the second - 0.592 eV.

<A>
{
  "formula": "C3H6O2",
  "method": "ωB97M-V/def2-TZVPD",
  "elements": ["C", "C", "O", "O", "C", "H", "H", "H", "H", "H", "H"],
  "xyz": [[-2.17386, 0.28783, -0.94561], [-1.16872, -0.51869, -0.84831], [0.03777, 0.09812, -0.43102], [0.70317, -0.71009, 0.52798], [1.83947, -0.01369, 0.99211], [-3.13611, -0.12875, -1.09251], [-1.99390, 1.32500, -0.98600], [-1.27515, -1.60279, -0.91725], [2.00551, -0.40081, 1.99659], [1.64153, 1.10991, 1.02792], [2.81651, 0.01287, 0.60120]],
  "total_charge": 0,
  "gap_ev": 10.1,
  "e_lumo_ha": 0.0425,
  "homo_ha": -0.330
}

<B>
{
  "formula": "C3H6O2",
  "method": "ωB97M-V/def2-TZVPD",
  "elements": ["C", "C", "O", "H", "H", "H", "H", "C", "O", "H", "H"],
  "xyz": [[1.34772, 0.46053, -1.83883], [0.52916, 0.93023, -0.90265], [0.72488, 1.89747, 0.06584], [0.96113, -0.39054, -2.38043], [2.18116, 0.97530, -2.29529], [-0.28878, 0.28823, -0.58994], [1.52775, 1.71579, 0.54130], [-1.75324, -1.42882, 1.84222], [-2.89318, -1.76366, 1.97425], [-0.98966, -2.18259, 2.16487], [-1.34694, -0.50193, 1.41867]],
  "total_charge": 0,
  "gap_ev": 10.6,
  "e_lumo_ha": 0.0242,
  "homo_ha": -0.366
}

Most stable structure - <B>; separation to the second - 2.353 eV.